# 1
Molecular formula: C2H2N2O2S
Method: DFT, the ωB97M-V functional and the def2-TZVPD basis

For the HOMO energy (alpha / beta), the calculation gives -8.68 / -8.67 eV. As for the total energy: -20009.3638 eV. Its energy above the lowest of the compared OMol25 structures with the same formula, charge and spin is 161.09 kcal per mole. The largest force on an atom comes out at 4.18 eV/Å. The LUMO energy (alpha / beta) comes out at -0.94 / -0.94 eV.

The geometry in XYZ format:
```
9
Properties=species:S:1:pos:R:3:forces:R:3:mulliken_charge:R:1
C -0.1357 0.3703 1.1916 -2.843 0.020 -3.059 -0.2458
C -1.7044 0.1414 -0.7807 -1.511 0.982 3.560 0.3932
N 0.8507 -0.5384 -0.6755 -0.953 -0.119 -1.109 -0.3178
N 0.9129 -0.0574 0.6358 1.287 0.376 0.854 0.5588
O 2.1059 -0.1826 1.0413 0.418 0.103 0.575 -0.7232
O -2.8457 0.4548 -0.6526 3.052 -0.905 -0.993 -0.3286
S -0.3326 -0.0625 -1.7317 0.213 -0.082 -0.743 0.0619
H -0.3503 1.1562 1.8921 0.631 -0.407 0.566 0.3277
H 1.4992 -1.2817 -0.9202 -0.294 0.033 0.349 0.2738
```
Forces are in eV/Å.

***

# 2
Molecular formula: C8H14N2PSW
Method: DFT, the ωB97M-V functional and the def2-TZVPD basis

For the HOMO energy (alpha / beta), the calculation gives -10.36 / -10.10 eV. As for the total energy: -33443.9076 eV. Its energy above the lowest of the compared OMol25 structures with the same formula, charge and spin is 0.00 kcal per mole. The largest force on an atom comes out at 2.85 eV/Å. As for the spin multiplicity: 3. The net charge is +1. The LUMO energy (alpha / beta) comes out at -3.46 / -3.57 eV.

The geometry in XYZ format:
```
27
Properties=species:S:1:pos:R:3:forces:R:3:mulliken_charge:R:1
C 0.6060 0.1332 -3.4698 1.536 -0.215 -0.652 -0.7567
C -0.6254 -0.5898 -3.4101 0.564 0.382 0.840 -0.1828
C -0.3783 -1.8666 -2.8526 0.480 0.287 -0.200 -0.5407
C 1.0141 -2.0027 -2.6180 -0.018 0.248 0.179 -0.3997
C 1.6613 -0.7789 -2.9593 -0.041 0.798 -1.587 -0.6756
W 0.5800 -0.0090 -1.2660 -1.753 -1.886 -1.152 0.7051
P -0.3446 2.0876 -0.8775 0.042 1.658 0.120 -0.1870
H 0.7794 1.0907 -3.9407 -0.035 -0.231 -0.184 0.5174
H -1.5710 -0.2411 -3.8025 0.002 0.068 0.331 0.4295
H -1.1186 -2.6453 -2.7221 0.062 0.145 0.184 0.4190
H 2.7296 -0.5749 -2.9549 -0.293 -0.184 -0.247 0.5118
H 1.5219 -2.9095 -2.2983 -0.202 0.290 0.156 0.4225
H -1.3771 2.3776 0.0678 0.249 0.008 -0.280 0.0812
H -0.8580 2.8102 -1.9975 0.023 -0.242 0.388 0.1210
H 0.6153 3.0606 -0.4427 -0.481 -0.177 -0.061 0.0956
S 0.0423 -1.4959 0.3081 0.155 -0.795 2.737 -0.3010
C -0.1208 -0.7165 1.8967 -0.269 0.149 -0.062 0.0647
N 0.8787 -0.3199 2.6902 -0.307 -0.420 -0.882 -0.0606
C 0.3864 0.4855 3.8010 0.838 0.268 0.569 -0.3993
C -1.1200 0.4520 3.6173 -1.027 0.250 0.355 -0.3892
N -1.2959 -0.3659 2.4250 0.535 -0.266 -0.708 -0.0644
H 1.8533 -0.4504 2.4383 -0.401 0.066 0.092 0.2405
H 0.7828 1.5067 3.7458 -0.030 -0.249 0.003 0.2725
H 0.6906 0.0473 4.7551 -0.010 0.086 -0.132 0.2954
H -1.5387 1.4534 3.4616 0.054 -0.228 0.059 0.2658
H -1.6244 -0.0097 4.4696 0.029 0.111 -0.102 0.2832
H -2.1690 -0.5287 1.9354 0.299 0.078 0.234 0.2318
```
Forces are in eV/Å.

***

# 3
Molecular formula: C17H14F5N5RhSSi
Method: DFT, the ωB97M-V functional and the def2-TZVPD basis

For the HOMO energy, the calculation gives -11.69 eV. As for the total energy: -60606.3734 eV. The largest force on an atom comes out at 1.88 eV/Å. The net charge is +1. The LUMO energy comes out at -5.24 eV.

The geometry in XYZ format:
```
44
Properties=species:S:1:pos:R:3:forces:R:3:mulliken_charge:R:1
Rh 1.1520 0.4303 -0.2111 0.252 0.408 1.822 0.6105
F -0.8195 6.0218 1.3076 0.017 -0.046 0.009 -0.2548
C -0.4437 5.0001 0.5717 -0.018 0.144 0.077 0.6866
C 0.9077 4.7806 0.3444 0.110 0.130 0.061 0.3284
F 1.8098 5.5968 0.8740 -0.009 -0.017 0.021 -0.2770
C 1.2930 3.7130 -0.4292 0.171 -0.019 0.109 0.5737
F 2.5981 3.5167 -0.6103 -0.071 0.067 -0.122 -0.3675
C 0.3585 2.8428 -1.0116 0.143 -0.529 0.126 -0.3576
S 0.8310 1.5609 -2.0901 0.002 -0.275 -0.693 -0.1176
C -1.0018 3.0960 -0.7558 -0.189 -0.135 0.153 0.2120
F -1.9294 2.3164 -1.2658 0.052 0.054 -0.047 -0.3262
C -1.3997 4.1516 0.0353 -0.164 -0.020 -0.030 0.2396
F -2.6808 4.3675 0.2837 0.004 0.020 -0.023 -0.2644
N 5.4534 0.6552 0.4719 0.077 -0.315 -0.033 0.1744
C 4.3516 1.4001 0.4297 -0.004 -0.085 0.041 -0.2454
N 3.3242 0.6043 0.1938 0.133 0.362 -0.638 -0.1084
C 3.8826 -0.6282 0.0886 -0.332 -0.538 -0.031 0.3093
N 5.1763 -0.6531 0.2489 0.185 0.368 0.141 -0.6441
C 3.0199 -1.7944 -0.1883 0.410 0.435 -0.004 0.3048
C 3.4443 -3.1028 -0.0773 -0.107 -0.361 -0.147 -0.2325
N 2.6337 -4.1247 -0.3545 0.065 0.204 0.080 -0.5231
C 1.3971 -3.8333 -0.7362 0.200 -0.061 -0.057 -0.3906
C 0.9409 -2.5249 -0.8364 -0.133 -0.026 -0.190 -0.4032
N 1.7602 -1.5158 -0.5598 -0.476 0.718 0.409 -0.1971
H 6.4056 0.9471 0.6306 0.009 -0.013 0.012 0.2162
H 4.3235 2.4678 0.5753 0.034 -0.063 -0.037 0.5340
H 4.4555 -3.3208 0.2424 -0.009 -0.018 -0.026 0.4662
H 0.7402 -4.6609 -0.9722 -0.013 0.026 0.020 0.4032
H -0.0665 -2.2757 -1.1316 -0.020 0.017 0.053 0.6873
C -3.6946 -1.9854 -1.4325 -0.088 -0.151 -0.377 -0.9734
Si -3.3092 -1.5985 0.3303 0.275 0.384 0.056 -0.0208
C -4.5222 -0.4417 1.0832 -0.389 0.191 0.177 -0.9621
C -3.1191 -3.1274 1.3483 0.146 -0.323 0.150 -0.9509
C -1.6991 -0.6628 0.2931 0.041 0.022 0.382 -0.0206
C -0.6422 -0.0475 0.2944 -0.199 -0.656 -1.505 0.0178
H -4.6355 -2.5397 -1.5022 0.044 0.046 -0.033 0.3466
H -2.9160 -2.6038 -1.8894 -0.054 0.030 0.013 0.3274
H -3.7894 -1.0723 -2.0249 -0.016 -0.052 0.021 0.3143
H -5.5290 -0.8699 1.0920 0.050 0.059 0.016 0.3393
H -4.5530 0.4981 0.5268 -0.026 -0.022 0.070 0.2922
H -4.2360 -0.2268 2.1163 -0.060 0.051 -0.055 0.3064
H -4.1069 -3.5082 1.6193 0.036 -0.032 -0.001 0.3198
H -2.5696 -2.9284 2.2711 -0.060 -0.007 -0.013 0.3306
H -2.5957 -3.9198 0.8064 -0.017 0.029 0.044 0.2965
```
Forces are in eV/Å.